# 1
The following is a quantum chemistry calculation of a 11-piece molecular cluster, C66H55F11 overall in a non-equilibrium geometry, from the Open Molecules 2025 dataset.

Geometry as XYZ:
```
132
Properties=species:S:1:pos:R:3:forces:R:3:mulliken_charge:R:1
C -19.2765 10.5179 -3.5725 -1.1 0.2 -0.3 -0.14
C -26.2722 11.9084 -5.1913 1.2 -0.8 0.0 -0.31
H -15.4795 3.7927 -15.7388 0.5 0.0 -0.5 0.43
C -26.4736 10.7263 -5.9239 0.0 1.3 0.0 0.31
F -14.5072 5.1207 -17.8523 -0.4 -0.1 -0.1 -0.30
H -29.7450 4.1632 -7.9546 0.3 -0.4 0.0 0.32
C -27.3029 12.7172 -4.7619 -1.4 -0.3 -0.4 -0.51
H -28.2723 11.1929 -11.6490 -0.3 0.1 -0.1 0.43
H -18.3108 12.9954 -15.6005 0.0 0.1 0.3 0.48
C -17.4127 12.4297 -15.4013 1.5 -1.0 -1.7 -0.67
F -24.3829 5.7423 -16.9829 1.3 -1.9 1.1 -0.31
H -12.9782 8.4721 -4.2516 -0.1 0.0 0.0 0.38
C -16.5934 6.2740 -17.9129 1.2 -0.5 0.4 -0.35
H -30.0176 7.4463 -10.5561 0.1 0.0 -0.6 0.34
H -16.2721 10.6044 -2.2033 0.2 0.2 0.5 0.37
F -21.7744 12.5547 -21.8334 -0.1 -0.1 -0.4 -0.30
H -20.7238 10.7347 -20.3259 0.0 -0.1 -0.2 0.40
C -29.4303 6.6089 -10.2093 -0.7 0.4 0.9 -0.33
C -13.9067 7.8814 -6.1106 0.1 0.1 0.1 -0.31
C -14.7768 4.0712 -11.3525 -1.2 -0.1 -0.1 -0.30
C -15.0370 10.9462 -15.0443 0.0 -0.1 -0.3 -0.20
C -17.9075 10.6509 -3.5128 -0.8 -0.9 1.6 -0.67
H -27.5546 7.2735 -11.0686 -0.1 0.1 -0.1 0.44
H -22.2131 3.8167 -13.4730 0.1 -0.5 0.1 0.40
F -25.9367 5.5747 -9.8049 -0.1 0.5 -0.3 -0.29
C -13.2572 7.6492 -4.8930 -0.4 -0.2 -1.3 -0.54
C -17.3513 10.6454 -2.2153 1.4 0.5 -0.6 -0.13
H -16.3523 6.9550 -18.7157 0.7 -0.5 -0.3 0.42
C -17.2826 4.7625 -15.6339 -1.7 0.8 0.3 -0.52
C -28.6061 12.3656 -5.1319 0.2 -1.2 -1.1 -0.39
C -23.5666 12.8240 -18.7149 0.3 -1.0 0.9 -0.35
H -27.9455 9.4370 -6.7484 0.0 0.1 -0.6 0.48
F -17.2185 12.0271 -17.7651 0.3 -0.1 1.0 -0.32
C -19.3117 8.2340 -10.1174 2.1 -0.4 -0.5 -0.33
C -28.0616 6.5740 -10.4205 1.0 -0.3 0.1 -0.50
C -28.7887 11.2285 -5.9559 -0.5 1.6 1.0 -0.35
C -21.6068 8.3032 -10.7511 0.1 0.5 -1.3 -0.30
H -20.9853 8.2828 -8.7614 0.4 -0.7 0.4 0.31
C -23.1134 13.0816 -19.9789 -0.2 -0.1 -1.1 -0.28
C -22.9768 3.8023 -17.2678 -0.8 -0.5 -0.8 -0.24
C -14.2445 6.7993 -6.9124 0.7 -1.5 1.3 0.23
H -14.1286 10.3814 -14.8949 0.1 -0.1 -0.2 0.39
C -23.5904 4.6982 -16.4372 0.2 1.3 0.3 0.22
H -21.8088 1.9985 -17.3467 0.0 0.1 -0.3 0.35
C -18.8919 8.3732 -11.4618 -1.3 0.7 0.6 -0.62
C -16.7252 11.8477 -16.4932 -0.9 0.4 0.0 0.60
H -17.4029 4.1941 -14.7235 -1.0 0.2 0.1 0.39
C -18.1355 5.7076 -16.2113 -1.3 0.5 0.4 -0.43
F -22.1302 8.8593 -13.0252 -0.3 -0.2 0.0 -0.29
C -19.8640 8.6029 -12.4178 -0.9 -0.8 -0.4 -0.30
H -17.2167 12.8556 -13.3827 -0.1 -0.3 0.4 0.34
C -16.1168 4.5155 -16.2264 2.4 0.3 -1.9 -0.19
H -17.2987 10.5831 -4.4024 0.1 0.1 0.1 0.38
H -21.3280 1.9326 -14.9889 0.4 0.1 -0.1 0.42
H -21.1633 10.4673 -2.5766 0.0 0.1 0.4 0.38
H -14.9993 10.7560 -17.1825 -0.3 -0.1 -0.2 0.44
H -25.2800 12.1838 -4.8655 0.3 -0.2 -0.2 0.39
H -31.1068 5.7922 -9.0232 -0.1 0.2 -0.4 0.40
C -26.1730 13.4710 -10.3527 0.8 -0.1 0.7 -0.43
F -29.7950 13.2122 -12.2456 0.0 0.2 -0.1 -0.29
C -17.8061 6.5027 -17.3117 -0.5 -2.1 0.6 -0.59
H -12.7405 4.3248 -5.0685 -0.4 -0.2 0.0 0.37
H -19.7858 10.3782 -4.5146 0.1 0.1 -0.3 0.35
C -16.7877 12.2653 -14.1790 -1.6 1.3 0.2 -0.19
C -15.6525 11.5279 -13.9568 -0.2 0.1 -0.1 -0.75
C -12.8796 6.3513 -4.5676 0.8 2.4 2.1 -0.28
H -23.4404 11.4755 -17.0136 0.1 0.0 0.1 0.41
C -26.8279 14.6402 -10.6653 -1.1 0.2 -1.2 -0.36
H -25.1975 13.4962 -9.8899 0.0 0.2 0.2 0.36
C -19.4911 10.6840 -1.2060 -0.5 0.3 1.3 -0.06
F -14.8646 6.9653 -8.0928 -0.1 0.2 0.1 -0.27
F -11.3717 4.8029 -12.0245 1.0 0.0 -0.5 -0.30
C -21.8595 2.7764 -15.4034 -0.8 -0.5 1.8 -0.38
H -27.0989 13.6019 -4.1770 0.0 0.0 0.1 0.39
C -26.6950 12.2293 -10.6641 -0.3 0.3 -0.7 -0.41
C -12.4492 4.0785 -11.7665 0.0 -1.3 1.2 0.35
C -22.2004 2.7882 -16.7226 0.5 0.1 -0.5 -0.49
C -22.2081 12.2233 -20.6084 0.0 2.1 0.7 0.21
H -19.1378 5.8444 -15.8330 -0.1 -0.1 0.4 0.46
H -18.5694 7.0444 -17.8505 0.0 0.5 0.4 0.44
H -13.8074 5.6948 -12.2106 0.6 0.2 0.0 0.45
C -15.5659 11.1195 -16.3379 0.5 0.1 0.7 -0.56
H -22.6438 8.4796 -10.5063 -0.1 -0.4 0.2 0.42
C -30.0694 5.7375 -9.3186 1.5 -0.8 -0.2 -0.46
H -11.4305 2.2426 -11.2064 0.2 0.2 -0.1 0.40
H -23.6626 5.4575 -14.4482 -0.2 0.0 0.1 0.42
H -13.6113 1.1075 -10.4417 0.8 -0.1 0.0 0.38
H -14.2593 4.6582 -7.1035 0.2 -0.1 -0.2 0.44
C -21.5534 11.2831 -19.9046 0.2 -2.1 2.1 -0.30
C -29.2642 4.7617 -8.7142 -0.8 1.1 0.3 -0.40
H -20.1186 10.7890 -0.3333 0.1 -0.1 0.3 0.37
H -21.5834 10.0949 -18.0660 0.2 0.1 0.1 0.43
H -18.5405 8.2432 -9.3614 0.0 -0.1 0.2 0.41
H -26.1460 11.3191 -10.4729 0.1 0.0 0.1 0.46
H -24.3557 13.4328 -18.2991 0.1 0.1 0.1 0.35
H -14.1052 8.8873 -6.4500 -0.2 0.1 0.0 0.42
C -18.1092 10.7270 -1.0668 -0.5 -0.1 -0.3 0.07
C -27.7524 10.4175 -6.3390 0.4 -1.2 0.4 -0.42
C -23.2763 4.6606 -15.0665 -0.9 0.9 -0.4 -0.25
H -27.2900 4.1755 -8.1980 0.2 -0.3 -0.3 0.37
H -17.8669 8.5134 -11.7720 0.2 -0.3 0.3 0.44
C -13.1568 5.2874 -5.3264 -1.0 -1.1 -2.1 -0.50
C -21.9831 10.9582 -18.5772 -1.7 1.8 -0.5 -0.51
F -17.5774 10.8417 0.1986 -0.3 -0.2 -1.4 -0.29
C -15.7665 5.2670 -17.3668 0.1 0.9 0.2 0.24
H -23.4733 13.9356 -20.5335 -0.1 0.0 -0.1 0.38
C -21.2344 8.5393 -12.0839 1.6 0.0 1.6 0.31
C -27.2789 5.6497 -9.7170 -0.9 0.2 -0.5 0.48
C -14.7586 2.8046 -10.8292 1.0 -0.8 -0.2 -0.57
H -15.7436 4.5451 -11.4369 0.0 0.4 0.0 0.47
C -13.9164 5.4854 -6.4997 0.0 0.8 -0.1 -0.26
C -20.6176 8.1158 -9.7631 -1.8 1.5 -0.9 -0.52
H -28.4578 15.5219 -11.7607 -0.4 -0.1 0.2 0.40
C -27.8873 4.7657 -8.8773 -0.3 -0.7 1.1 -0.36
H -15.3376 11.4910 -12.9244 0.6 -0.3 -0.1 0.43
H -19.5919 8.7470 -13.4530 0.0 0.2 -0.1 0.46
H -23.1898 3.7711 -18.3261 0.0 0.2 -0.1 0.41
C -20.0973 10.5532 -2.4255 1.2 -0.1 -1.4 -0.62
H -15.6489 2.2767 -10.5208 -0.1 0.2 0.1 0.43
C -27.8911 12.1599 -11.3558 -0.6 0.3 0.3 -0.42
C -13.5393 2.1211 -10.8075 -0.1 1.1 -0.6 -0.35
C -28.0467 14.6028 -11.3699 0.1 -1.3 0.3 -0.37
C -13.6461 4.7019 -11.8178 -1.6 1.0 -0.3 -0.42
H -26.4199 15.6270 -10.5039 0.3 -0.1 0.2 0.36
C -28.6085 13.3328 -11.6258 1.3 0.4 0.0 0.29
H -29.8119 11.0584 -6.2569 0.0 -0.5 -0.1 0.36
C -12.3710 2.7676 -11.2842 -0.5 -0.6 0.6 -0.53
C -22.4547 3.6900 -14.5179 0.3 0.8 -1.3 -0.57
H -12.3280 6.2976 -3.6407 0.2 -0.5 0.1 0.32
F -25.4160 9.9618 -6.3334 -0.7 0.5 0.6 -0.29
H -29.5472 12.8317 -4.8798 0.4 0.7 0.4 0.35
C -23.0311 11.7424 -17.9768 1.2 -0.8 -1.6 -0.46
```
Positions in Å, forces in eV/Å.

Computed properties:
SMILES = Fc1ccccc1.Fc1ccccc1.Fc1ccccc1.Fc1ccccc1.Fc1ccccc1.Fc1ccccc1.Fc1ccccc1.Fc1ccccc1.Fc1ccccc1.Fc1ccccc1.Fc1ccccc1
Frontier orbital gap = 9.255 eV

***

# 2
The following is a quantum chemistry calculation of C66H55N11O22 as an isolated structure in a non-equilibrium geometry, from the Open Molecules 2025 dataset.

Geometry as XYZ:
```
154
Properties=species:S:1:pos:R:3:forces:R:3:mulliken_charge:R:1
O 15.9728 -1.9573 13.8003 0.4 -0.1 -0.4 -0.63
C 18.4316 -4.1411 18.3966 0.2 -0.1 -1.0 -0.60
H 7.0076 5.0767 19.1735 -0.1 -0.1 0.3 0.42
H 17.8019 -0.3156 13.5624 0.1 -0.1 -0.3 0.29
H 12.6033 -0.3856 17.9706 -4.0 0.4 -4.1 -0.17
H 10.7317 2.2823 25.0791 -0.1 0.0 0.1 0.62
C 14.1247 6.3585 22.4083 -0.6 -1.1 1.2 -0.19
C 19.1614 0.0072 15.1067 -0.4 0.6 0.1 0.40
H 12.8598 0.0872 20.6940 -0.1 -0.1 0.2 0.71
H 13.1673 2.6880 17.9174 0.6 2.2 2.1 0.35
H 7.3482 7.1862 24.9463 0.0 0.0 0.1 0.44
H 13.4903 -0.1148 18.3591 3.8 0.5 4.9 0.45
C 14.4648 6.5681 24.8081 1.4 -0.8 0.0 -0.55
H 10.8085 4.8840 25.7546 0.3 -0.1 -0.3 0.61
O 13.9537 -2.4965 23.4639 0.0 0.2 -0.3 -0.67
H 14.2098 2.2975 14.9775 0.0 0.1 0.0 0.46
C 18.1089 -3.8760 17.0710 0.2 0.1 -0.4 -0.84
H 22.4782 -0.4825 15.0242 0.0 0.1 0.0 0.48
H 8.0653 4.9504 17.0216 -0.1 -0.1 -0.2 0.38
H 8.9715 1.4443 20.3836 0.1 0.2 0.2 0.49
O 19.2271 -6.2290 17.7737 -0.1 0.1 0.3 -0.63
H 15.0897 0.3118 13.7814 0.1 0.0 0.1 0.49
H 15.1064 6.3209 25.6433 -0.1 0.4 0.1 0.51
H 9.0385 4.8503 21.8253 0.2 0.0 0.0 0.65
N 15.2402 -2.2001 14.7374 -0.6 0.4 -0.4 1.01
H 18.3407 -4.5282 16.2399 -0.2 -0.6 0.5 0.50
H 17.3354 -2.5450 23.2548 0.0 0.0 -0.2 0.45
C 13.8094 -1.7642 21.2843 0.4 0.0 -1.2 -1.11
C 20.5394 -2.4629 22.2370 0.3 0.4 0.1 -0.01
H 12.1374 6.8460 21.7815 0.2 0.1 -0.1 0.35
C 14.3931 -2.0460 18.5683 1.4 -0.1 2.4 0.15
H 21.9146 -4.0252 22.2267 0.0 -0.5 0.2 0.38
O 11.1994 1.3878 17.3305 -1.3 0.0 0.0 -0.63
O 16.4196 4.8119 22.4424 -0.5 0.3 -0.7 -0.51
C 15.2598 2.1630 17.8267 0.8 0.2 0.5 -0.83
C 8.7687 2.2546 19.6943 -0.2 -1.2 0.0 0.20
C 13.3559 -0.8140 20.3633 0.5 0.1 1.0 -0.84
C 20.4735 -0.0022 15.5371 -0.6 -0.6 -0.4 -0.33
C 12.8354 6.8347 22.6136 -0.9 0.1 -0.5 -0.37
C 21.4565 -0.4015 14.6725 1.1 0.6 -0.4 -0.55
C 21.1611 -0.5945 13.3246 -0.1 -0.2 -0.3 -0.34
H 18.4316 3.7560 19.3288 0.0 -0.6 0.0 0.61
H 14.9265 1.7258 25.2694 0.2 -0.1 0.4 0.53
C 14.0667 2.4936 18.4715 1.4 1.1 1.7 -0.19
O 19.8136 0.1566 21.9588 0.5 0.4 -0.1 -0.61
O 17.7336 -0.3085 22.1568 -0.5 0.1 0.0 -0.38
H 11.3247 7.5661 23.9710 0.0 0.0 0.1 0.59
C 8.2179 4.1473 17.7263 0.9 -0.2 0.9 -0.82
C 13.7884 0.8085 26.8757 0.7 0.5 0.1 -0.45
C 17.6512 -2.6265 16.6971 0.5 0.4 0.4 -0.47
H 19.5751 -0.9508 11.8852 0.1 0.4 -0.2 0.41
C 20.6626 5.0384 21.4543 0.0 0.7 0.9 -0.58
H 18.6698 -3.2493 20.3552 -0.1 -0.5 0.0 -0.30
H 21.3088 -1.7693 21.9213 -0.1 0.1 -0.1 0.49
N 7.1703 6.6726 22.4054 -0.7 0.0 -0.6 0.90
C 14.7700 -3.0254 19.4593 -0.4 -0.3 0.9 -1.07
H 20.7201 5.9399 22.0534 0.4 -0.1 0.0 0.36
C 9.0702 5.1488 22.8648 -0.8 0.8 -0.4 -0.52
H 14.8101 -3.6530 21.4960 0.1 0.2 0.2 0.58
C 20.3309 2.7823 19.8872 -0.3 0.0 0.4 0.49
H 9.7438 3.1701 16.5891 0.0 -0.1 0.0 0.43
N 13.7463 -1.5491 22.7242 -0.4 0.2 0.7 1.17
C 20.8852 -3.7933 22.4573 -0.5 0.4 -0.9 -0.58
H 12.7651 7.4735 25.8450 0.7 -0.4 0.5 0.40
O 11.2135 -0.6080 28.8065 -0.1 0.0 0.1 -0.59
H 14.6624 0.3636 27.3291 -0.2 -0.2 0.2 0.46
C 14.9131 6.1704 23.5551 -1.3 0.7 -1.3 0.25
O 10.5612 0.3028 19.0659 0.1 -0.5 0.2 -0.67
H 20.1852 1.8625 19.3379 0.3 0.1 -0.1 0.53
C 13.2059 -0.1599 17.1005 -2.8 1.2 -6.3 -0.05
H 17.7929 -4.8677 23.3607 0.3 -0.4 0.1 0.40
C 14.1351 1.3204 15.4307 -1.1 -1.6 -0.9 -0.67
O 22.1605 0.8421 20.2764 0.5 -0.5 -0.4 -0.50
C 21.4957 2.9864 20.6405 -0.3 0.3 -0.6 -0.44
O 19.7263 0.4781 17.6138 -0.8 0.3 0.4 -0.38
H 18.6487 5.5250 20.9319 0.0 0.0 0.2 0.42
O 6.6423 5.9788 21.5598 0.1 -0.6 -0.3 -0.56
C 8.0968 6.4622 24.6484 -0.6 0.3 -0.5 -0.51
H 7.5336 3.3941 20.9963 -0.6 -0.1 -0.1 0.72
H 20.0260 -5.7713 22.9390 0.5 0.0 -0.4 0.43
C 16.4402 1.9948 19.9445 -0.6 -0.4 -0.7 -0.62
H 10.4169 0.9748 27.1336 0.1 0.1 0.3 0.46
C 9.0623 5.9986 25.5340 -1.2 0.8 -0.8 -0.85
C 14.6115 0.2002 14.7452 1.1 0.4 -0.2 -0.57
C 8.0714 6.0308 23.3336 1.9 -0.4 0.8 0.33
C 14.5625 -1.0602 15.3338 -0.9 1.0 0.1 -0.22
O 19.2783 -5.7049 19.8713 -0.1 0.0 -0.4 -0.56
O 16.9227 5.5209 24.3805 0.2 0.4 0.4 -0.62
C 17.5579 -1.6005 17.6467 -0.1 -0.8 -0.6 0.75
H 13.0361 2.7694 24.2278 -0.2 -0.2 -0.2 0.12
H 12.9752 1.9283 17.1873 -0.2 -2.3 -3.4 0.35
O 11.8356 3.0759 19.9183 0.5 0.0 0.3 -0.71
C 19.3178 3.7394 19.9458 0.6 0.6 0.9 -0.42
C 7.6441 4.2207 18.9837 -0.9 0.2 0.4 -0.29
C 13.9655 1.5952 25.7494 -0.5 0.0 -0.7 -0.70
C 16.3979 1.8364 18.5573 0.0 0.5 0.0 -0.20
C 13.7049 -0.9326 19.0310 3.2 -1.6 5.0 0.53
H 10.9332 4.2093 23.3223 0.0 -0.1 0.0 1.06
C 10.1018 4.7855 23.7058 -0.4 0.1 0.2 -0.83
N 18.9114 -0.6072 22.1781 -0.2 -0.4 0.2 0.96
H 15.2949 2.1148 16.7466 0.5 0.4 0.8 0.14
H 15.2491 -3.9405 19.1384 0.2 0.1 -0.1 0.51
H 17.7733 -1.1024 19.7057 0.0 -0.1 0.1 0.27
H 8.9355 6.3907 26.5336 0.7 -0.4 0.2 0.39
O 15.0443 -3.3060 15.1874 -0.1 -0.2 0.4 -0.59
H 17.2897 1.5097 18.0343 0.1 0.2 0.0 0.52
H 17.3784 1.8690 20.4629 -0.2 -0.2 0.3 1.18
C 19.4547 4.8099 20.8503 -0.2 -0.5 -1.6 -0.62
C 21.7185 4.1518 21.3512 0.1 -0.4 -0.4 -0.67
C 11.4155 1.2133 26.7979 -0.3 -0.5 -0.6 -0.57
C 19.2442 -2.0006 22.4598 0.9 -1.1 0.4 -0.40
H 14.3217 5.8325 21.4854 0.6 0.4 -0.1 0.31
C 7.8554 3.2495 19.9762 1.0 0.8 -0.7 -0.96
N 20.7230 0.2804 16.9442 -1.4 -0.1 0.0 0.95
H 14.6812 -2.0854 17.5249 2.6 -0.5 2.6 0.70
C 19.8470 -0.5826 12.8639 0.0 -0.5 1.1 -0.87
H 18.3635 0.3099 15.7687 0.1 -0.1 0.0 0.23
H 15.2735 2.3778 21.6681 -0.3 0.1 0.0 0.77
O 13.5017 -0.4178 23.1154 0.0 -0.3 -0.2 -0.53
C 12.5230 0.6736 27.4159 0.2 -0.4 -0.3 -0.04
O 23.5999 2.1686 21.1721 0.7 0.2 -0.1 -0.66
N 22.5390 1.9251 20.6539 -1.6 0.2 0.6 1.07
C 13.2206 7.0981 24.9347 -2.4 1.0 0.2 -0.46
N 12.3387 -0.2164 28.5789 -0.1 0.2 -0.1 0.99
C 13.4121 1.1263 16.6020 -0.8 -1.2 -1.7 0.70
O 6.9822 7.8651 22.4936 0.2 0.3 0.5 -0.57
C 13.7659 -1.2211 16.4502 -0.5 -1.0 -1.9 -1.18
C 12.8648 2.1328 25.0861 0.1 0.0 0.8 0.11
N 12.8731 2.9567 20.5649 -0.3 -0.2 -0.4 1.20
C 18.8562 -0.3072 13.8042 -0.4 0.1 -0.4 -0.10
C 15.2562 2.3035 20.5905 0.1 0.0 0.3 -1.37
C 14.0874 2.5141 19.8473 0.5 0.5 0.7 0.28
H 21.9556 -0.7728 12.6116 0.1 -0.2 0.2 0.39
C 10.0596 5.2004 25.0360 0.7 -0.6 0.9 -0.57
C 19.8791 -4.7152 22.7523 0.5 -0.1 1.0 -0.52
H 17.5300 -2.4792 15.6312 -0.1 0.3 0.1 0.46
C 18.3195 -2.8924 22.9638 -0.7 0.3 -0.1 -0.17
O 21.8144 0.2869 17.4026 2.1 -0.1 -0.1 -0.60
N 16.1727 5.4813 23.4268 1.0 -1.0 0.7 1.00
O 13.3202 -0.5045 29.2264 0.2 -0.1 0.1 -0.60
N 10.4525 1.2010 18.2669 -0.7 0.9 0.1 1.08
C 18.3313 -3.1401 19.3360 -0.1 0.2 0.7 0.49
C 14.5203 -2.8595 20.8209 -0.3 -0.8 -0.2 -0.31
H 17.3481 -0.5956 17.3081 -0.3 0.0 0.3 -0.17
O 12.9586 3.1875 21.7514 0.0 0.1 0.1 -0.29
C 9.4013 2.1901 18.4595 -0.5 0.9 0.6 0.22
H 22.7041 4.3346 21.7536 -0.1 0.0 0.3 0.52
H 13.7311 -2.1709 16.9752 -2.8 0.1 -3.1 0.59
C 17.8459 -1.8930 18.9702 0.2 0.4 -0.3 0.02
C 11.5959 1.8977 25.6061 0.0 0.6 -0.2 -0.34
C 9.1859 3.1747 17.5162 -0.1 -0.2 -1.1 -0.57
C 18.6286 -4.2449 23.0712 -0.9 0.9 -0.2 -0.39
C 12.3340 7.2029 23.8577 1.8 -0.1 -0.5 -0.73
N 19.0201 -5.4729 18.7015 0.1 0.4 0.4 0.96
```
Positions in Å, forces in eV/Å.

Computed properties:
Frontier orbital gap = 7.638 eV

***

For reference, total energy by record: -3646.351656; -4804.235801 Ha.